(1)
{"formula": "C3H7F2NO2S", "method": "ωB97M-V/def2-TZVPD", "elements": ["C", "C", "F", "F", "C", "S", "N", "O", "O", "H", "H", "H", "H", "H", "H", "H"], "positions_angstrom": [[1.98597, -1.24269, -0.17464], [0.45088, -1.38938, 0.06432], [0.16055, -2.22113, 1.08494], [-0.14337, -1.91633, -1.05734], [-0.31888, -0.06915, 0.22458], [-2.12653, -0.35322, -0.06312], [-2.77585, 0.84068, 0.78422], [-2.28984, -0.18194, -1.45266], [-2.52311, -1.51269, 0.63629], [2.08898, -0.29715, -0.56428], [2.46153, -1.29850, 0.80064], [2.41924, -1.88642, -0.81053], [0.01536, 0.43210, 1.11162], [-0.02934, 0.40782, -0.63158], [-2.80891, 1.82633, 0.65663], [-2.76612, 0.50248, 1.74656]], "nbo_charge": [-0.651, 0.711, -0.335, -0.355, -0.729, 2.360, -1.110, -0.922, -0.929, 0.210, 0.224, 0.231, 0.232, 0.234, 0.419, 0.410], "relative_energy_ev": 0.250, "smiles": "CC(F)(F)CS(N)(=O)=O", "gap_ev": 11.392, "lumo_energy_ha": 0.01374, "spin_multiplicity": 1, "total_charge": 0, "homo_energy_ev": -11.0176}

---

(2)
{"formula": "C3H7FN3", "method": "ωB97M-V/def2-TZVPD", "elements": ["C", "C", "N", "N", "N", "C", "F", "H", "H", "H", "H", "H", "H", "H"], "positions_angstrom": [[-1.84326, 1.07081, -0.47201], [-0.54959, 0.29270, -0.38013], [0.48667, 1.11045, -0.59516], [-0.52303, -0.93501, 0.03454], [0.58696, -1.57236, 0.54762], [1.86859, -1.33976, 0.87099], [2.46612, -2.39941, 1.37963], [-2.08900, 1.55494, 0.45484], [-1.85077, 1.96135, -1.10722], [-2.89714, 0.60889, -0.64234], [0.24588, 1.80179, -1.26505], [1.42852, 0.86819, -0.40580], [0.12952, -2.48269, 0.77981], [2.54053, -0.53987, 0.80027]], "nbo_charge": [-0.706, 0.498, -0.747, -0.347, -0.308, 0.542, -0.247, 0.273, 0.245, 0.281, 0.427, 0.393, 0.480, 0.215], "relative_energy_ev": 2.568, "smiles": "C/C(N)=N/[NH+]=C/F", "gap_ev": [9.120, 9.119], "lumo_energy_ha": [-0.19516, -0.19517], "spin_multiplicity": 1, "total_charge": 1, "homo_energy_ev": [-14.4300, -14.4296]}

---

(3)
{"formula": "C3H7FO", "method": "ωB97M-V/def2-TZVPD", "elements": ["C", "O", "C", "C", "F", "H", "H", "H", "H", "H", "H", "H"], "positions_angstrom": [[-1.21118, 0.65059, -1.23112], [-0.31939, -0.36509, -0.71403], [0.36537, 0.19148, 0.38863], [1.04681, -1.01843, 0.98908], [1.91636, -0.28862, 1.87720], [-2.01782, 0.64311, -0.42938], [-1.73433, 0.33597, -2.12260], [-0.61069, 1.49708, -1.39908], [1.08735, 0.87312, 0.06545], [-0.36407, 0.75632, 0.99058], [1.51067, -1.58774, 0.13097], [0.33092, -1.68780, 1.45430]], "nbo_charge": [-0.257, -0.556, -0.086, 0.038, -0.380, 0.175, 0.194, 0.177, 0.169, 0.168, 0.184, 0.176], "relative_energy_ev": 1.269, "smiles": "COCCF", "gap_ev": 11.139, "lumo_energy_ha": 0.03952, "spin_multiplicity": 1, "total_charge": 0, "homo_energy_ev": -10.0641}

---

(4)
{"formula": "C3H7FO2", "method": "ωB97M-V/def2-TZVPD", "elements": ["C", "O", "C", "C", "O", "F", "H", "H", "H", "H", "H", "H", "H"], "positions_angstrom": [[1.14623, -0.62348, -1.56587], [0.25535, 0.25622, -0.89186], [-0.39665, 0.00192, 0.19343], [-1.10166, 1.17714, 0.80036], [0.67891, -0.57229, 1.44225], [-1.21700, -1.06239, 0.14630], [1.72897, -1.23695, -0.75064], [1.84704, 0.09827, -2.09940], [0.68342, -1.30429, -2.30223], [-0.94872, 2.10015, 0.28325], [-2.12144, 0.88978, 0.63196], [-0.72196, 1.25042, 1.91791], [0.16751, -0.97450, 2.19454]], "nbo_charge": [-0.275, -0.513, 0.900, -0.686, -0.879, -0.351, 0.224, 0.203, 0.193, 0.233, 0.232, 0.256, 0.462], "relative_energy_ev": 1.044, "smiles": "CO[C@](C)(O)F", "gap_ev": 11.095, "lumo_energy_ha": 0.03380, "spin_multiplicity": 1, "total_charge": 0, "homo_energy_ev": -10.1755}

---

(5)
{"formula": "C3H7FOS", "method": "ωB97M-V/def2-TZVPD", "elements": ["O", "C", "C", "F", "H", "H", "H", "C", "S", "H", "H", "H", "H"], "positions_angstrom": [[-0.76289, 1.50834, -1.71508], [-0.52873, 0.37601, -1.50384], [0.25694, -0.61372, -2.35089], [1.16675, -0.18944, -3.21580], [-0.73083, 0.09544, -0.45775], [-0.40861, -1.41809, -2.76104], [0.89225, -1.11095, -1.57581], [-0.48119, 0.14139, 2.24703], [1.21827, -0.00893, 1.51083], [-0.37558, 0.93146, 3.09622], [-0.82018, -0.82770, 2.71730], [-1.19136, 0.44115, 1.50730], [1.76515, 0.67503, 2.50155]], "nbo_charge": [-0.489, 0.392, -0.045, -0.324, 0.104, 0.183, 0.177, -0.721, -0.069, 0.233, 0.219, 0.212, 0.129], "relative_energy_ev": 1.818, "smiles": "O=CCF.CS", "gap_ev": 10.107, "lumo_energy_ha": 0.02506, "spin_multiplicity": 1, "total_charge": 0, "homo_energy_ev": -9.4246}

---

(6)
{"formula": "C3H7FSi", "method": "ωB97M-V/def2-TZVPD", "elements": ["C", "C", "C", "F", "Si", "H", "H", "H", "H", "H", "H", "H"], "positions_angstrom": [[-2.16808, 0.14743, -0.96583], [-2.27555, -0.27594, 0.25996], [1.74680, -0.38580, 0.45800], [1.52296, -1.44834, -0.42272], [2.40361, 1.16750, -0.38004], [-1.15494, 0.51029, -1.22700], [-2.86904, 0.33236, -1.72326], [-1.43754, -0.43600, 0.89452], [2.33244, -0.79882, 1.25457], [0.68852, -0.25122, 0.84972], [-3.22503, -0.65646, 0.55733], [1.61013, 2.12723, 0.53850]], "nbo_charge": [-0.368, -0.378, -0.504, -0.388, 0.785, 0.168, 0.199, 0.190, 0.205, 0.188, 0.188, -0.286], "relative_energy_ev": 1.935, "gap_ev": 7.787, "lumo_energy_ha": -0.04098, "spin_multiplicity": 1, "total_charge": 0, "homo_energy_ev": -8.9023}

---

(7)
{"formula": "C3H7IN", "method": "ωB97M-V/def2-TZVPD", "elements": ["C", "N", "C", "C", "I", "H", "H", "H", "H", "H", "H", "H"], "positions_angstrom": [[-0.37092, -1.37345, 0.15686], [-0.17869, -0.08691, -0.38743], [-0.40938, 1.10526, 0.44247], [0.93583, 0.78816, 0.05180], [1.79123, 1.92497, -1.91983], [-1.49046, -1.51014, 0.40746], [-0.15301, -2.07267, -0.66113], [0.21339, -1.58849, 1.04906], [-0.41491, -0.25183, -1.32982], [-0.87940, 0.77659, 1.42975], [-0.77708, 2.01806, 0.12199], [1.73340, 0.27046, 0.63881]], "nbo_charge": [-0.437, -0.392, -0.259, -0.084, 0.186, 0.246, 0.245, 0.242, 0.456, 0.259, 0.270, 0.268], "relative_energy_ev": 2.717, "smiles": "C[N@H+]1C[C@@H]1I", "gap_ev": 8.752, "lumo_energy_ha": -0.19894, "spin_multiplicity": 1, "total_charge": 1, "homo_energy_ev": -14.1658}

---

(8)
{"formula": "C3H7IN2", "method": "ωB97M-V/def2-TZVPD", "elements": ["C", "C", "I", "H", "H", "H", "C", "N", "N", "H", "H", "H", "H"], "positions_angstrom": [[-0.80527, -1.93333, 0.79507], [-1.43072, -1.30863, -0.17193], [-2.85064, 0.28766, 0.10944], [-0.78334, -1.54375, 1.85636], [-0.07357, -2.70324, 0.31733], [-1.14933, -1.54377, -1.27440], [0.39622, 0.79820, -0.94780], [0.34388, 1.55532, 0.05390], [1.46182, 1.70658, 0.66865], [1.38664, 0.36041, -1.16946], [-0.38483, 0.50430, -1.72038], [2.22892, 1.25964, 0.19130], [1.66024, 2.56061, 1.29193]], "nbo_charge": [-0.459, -0.336, 0.117, 0.234, 0.223, 0.219, -0.212, -0.201, -0.621, 0.115, 0.199, 0.334, 0.389], "relative_energy_ev": 3.561, "smiles": "C=CI.C=NN", "gap_ev": 9.236, "lumo_energy_ha": 0.02365, "spin_multiplicity": 1, "total_charge": 0, "homo_energy_ev": -8.5925}